# 1
Density functional theory data (ωB97M-V/def2-TZVPD) for C51H39GeI4N13SeTa as an isolated structure in a non-equilibrium geometry.

Positions of all 110 atoms, in Å:
Ta  -0.350100  -0.169800  0.102100
I  -3.574200  6.047400  -7.231500
C  -2.797500  4.760400  -5.746200
C  -1.859000  3.802500  -6.092900
C  -1.376500  2.937800  -5.127000
C  -1.849300  3.006200  -3.820200
C  -2.788400  3.977100  -3.485500
C  -3.252900  4.861000  -4.442700
C  -1.386500  2.026600  -2.811000
C  -2.249800  0.987300  -2.469900
C  -3.556800  0.705600  -2.955100
C  -4.057800  -0.331700  -2.197700
C  -3.047100  -0.663100  -1.280000
C  -2.936400  -1.535800  -0.100000
C  -4.112700  -1.988200  0.778200
C  -4.275600  -0.581100  2.708600
C  -4.516800  -1.780400  3.528700
C  -5.318800  -2.801400  3.162400
I  -5.790900  -4.221100  4.679100
C  -5.866200  -3.167400  1.863600
C  -5.319700  -2.859200  0.675400
C  -1.998000  -2.731700  -0.227200
N  -0.650300  -2.277200  -0.240800
C  0.087300  -3.273100  -0.776500
C  1.473500  -3.329300  -0.622000
C  2.158500  -4.644600  -0.687600
C  2.218300  -5.412900  0.472100
C  2.851300  -6.641100  0.474200
C  3.422300  -7.110200  -0.697600
I  4.391300  -8.988400  -0.699400
C  3.373200  -6.359500  -1.860100
C  2.741800  -5.127200  -1.852800
C  2.184900  -2.185400  -0.257900
C  3.564600  -2.138700  0.133300
C  3.886900  -0.834500  0.315300
C  2.724100  -0.065200  -0.033600
N  1.672600  -0.918000  -0.314000
C  2.707100  1.296700  -0.280900
C  1.686300  1.925400  -1.028800
C  1.843700  3.159200  -1.724200
C  0.726900  3.322800  -2.486300
C  -0.124600  2.205400  -2.229400
N  0.486800  1.362400  -1.332900
C  3.879400  2.128500  0.080500
C  5.024300  2.165100  -0.707800
C  6.075500  2.999600  -0.373200
C  5.987600  3.788500  0.761900
I  7.579200  5.087700  1.259400
C  4.859300  3.748700  1.564800
C  3.803800  2.926000  1.217500
C  -0.780900  -4.261900  -1.376700
C  -2.055000  -3.882500  -1.167800
N  -1.962400  0.102300  -1.456700
H  -1.509700  3.729500  -7.110100
H  -0.644700  2.192700  -5.399300
H  -3.149100  4.051100  -2.470500
H  -3.974100  5.617300  -4.174600
H  -4.047600  1.216200  -3.761100
H  -5.030800  -0.777800  -2.267200
H  -4.784000  0.275000  3.156700
H  -4.206000  -1.704500  4.562400
H  -6.748200  -3.791000  1.883300
H  -5.706900  -3.197300  -0.268800
H  1.773100  -5.043600  1.384100
H  2.900800  -7.224000  1.381400
H  3.829800  -6.731800  -2.764800
H  2.707400  -4.540500  -2.758100
H  4.182000  -3.005100  0.257400
H  4.830200  -0.413100  0.602500
H  2.701700  3.798300  -1.665400
H  0.501300  4.128900  -3.155500
H  5.085500  1.558900  -1.599500
H  6.950400  3.040700  -1.002900
H  4.791600  4.366300  2.446300
H  2.905800  2.910100  1.816600
H  -0.425200  -5.101400  -1.943000
H  -2.957500  -4.376500  -1.473800
N  -3.269700  1.380600  1.547200
C  -3.307900  -0.049600  1.622900
N  -4.566800  -0.693500  1.287600
N  -3.314000  -2.938700  1.623400
N  -2.318000  -3.379300  1.121100
N  -2.242200  -0.715800  0.964100
C  -2.103900  2.068200  1.498100
N  -1.913500  3.331200  1.856400
N  -0.623900  3.553500  1.687700
N  -0.021300  2.521100  1.252300
N  -0.929500  1.522100  1.086600
H  -4.085100  1.905400  1.823200
C  1.739100  -1.429700  6.032900
Ge  1.407500  0.458100  5.516200
C  0.536500  1.485900  6.973800
C  3.091500  1.276000  4.869400
C  0.169400  0.516600  3.913600
Se  0.852000  -0.659000  2.521000
C  -0.090700  -2.269000  3.076400
H  2.424600  -1.440900  6.875500
H  2.202600  -1.976300  5.214800
H  0.831600  -1.940000  6.341700
H  1.174900  1.506600  7.852900
H  -0.410500  1.034500  7.256000
H  0.349600  2.510500  6.664700
H  3.896900  1.087400  5.573600
H  2.986300  2.351300  4.759200
H  3.370500  0.850900  3.906900
H  0.201700  1.526500  3.506800
H  -0.871000  0.252300  4.099400
H  0.197300  -2.531600  4.091200
H  0.172800  -3.069300  2.388400
H  -1.161300  -2.085100  3.024500

Cartesian forces (eV/Å) of the 2 atoms listed first:
-0.1 -0.2 -1.6
0.2 -0.3 0.4

Summary:
- charge = +1
- electronic energy (eV) = -228699.270
- HOMO level (Eh) = -0.364
- frontier orbital gap (eV) = 5.2

# 2
Density functional theory data (ωB97M-V/def2-TZVPD) for an isolated ion of composition C3H5O3 and charge +1 in a non-equilibrium geometry.

Positions of all 11 atoms, in Å:
C  1.333325  -1.018951  -0.434322
C  0.721123  0.419317  -0.624461
C  -0.281115  0.318436  0.558333
O  1.921397  1.158974  -0.441757
O  2.714108  0.428373  0.418203
O  2.380624  -0.859687  0.293916
H  1.065890  -2.012184  -0.671250
H  0.246095  0.656769  -1.592425
H  0.066219  -0.507519  1.126678
H  -1.171618  -0.034716  0.029897
H  -0.325276  1.316115  0.981041

Cartesian forces (eV/Å) of the 2 atoms listed first:
1.8 3.4 0.6
0.3 -2.2 0.3

Summary:
- charge = +1
- energy above the lowest of the compared OMol25 structures with the same formula, charge and spin (kJ/mol) = 596.71
- electronic energy (eV) = -9319.359
- HOMO level (Eh) = -0.593
- frontier orbital gap (eV) = 9.4

# 3
Density functional theory data (ωB97M-V/def2-TZVPD) for a 8-piece molecular cluster, H16O8 overall in a non-equilibrium geometry.

Positions of all 24 atoms, in Å:
O  16.832000  -18.238000  -2.194000
H  16.691000  -17.407000  -2.722000
H  17.247000  -17.918000  -1.395000
O  14.998000  -19.816000  -1.206000
H  15.815000  -19.350000  -1.482000
H  15.124000  -19.967000  -0.290000
O  13.820000  -18.279000  -3.120000
H  14.218000  -18.759000  -2.346000
H  12.930000  -18.418000  -2.827000
O  13.227000  -21.975000  -1.126000
H  13.622000  -22.822000  -0.943000
H  13.830000  -21.230000  -1.201000
O  12.926000  -21.827000  1.845000
H  13.773000  -21.373000  1.806000
H  12.881000  -22.311000  2.623000
O  17.335000  -19.478000  -4.713000
H  17.182000  -19.153000  -3.840000
H  18.199000  -19.215000  -4.966000
O  15.174000  -20.151000  1.533000
H  14.563000  -19.560000  2.017000
H  16.041000  -19.891000  1.754000
O  12.777000  -18.137000  0.585000
H  12.660000  -18.186000  1.518000
H  13.696000  -17.892000  0.429000

Cartesian forces (eV/Å) of the 2 atoms listed first:
0.3 1.7 -0.9
-0.2 -1.2 0.6

Summary:
- SMILES = O.O.O.O.O.O.O.O
- charge = 0
- energy above the lowest of the compared OMol25 structures with the same formula, charge and spin (kJ/mol) = 287.46
- electronic energy (eV) = -16639.031
- HOMO level (Eh) = -0.369
- frontier orbital gap (eV) = 9.4

# 4
Density functional theory data (ωB97M-V/def2-TZVPD) for a 4-piece molecular cluster, C69H81BrO9P overall in a non-equilibrium geometry.

Positions of all 161 atoms, in Å:
C  2.867345  -4.915954  0.741136
C  1.432868  -4.721442  1.577586
C  0.481848  -3.529079  0.908447
C  0.306679  -2.267201  1.962070
C  1.686282  -1.332871  1.852100
C  1.602429  -0.096376  2.935231
C  0.324097  0.939512  2.651210
C  0.869484  2.433284  3.124495
C  -0.377247  3.520724  3.213104
C  -0.377294  4.313375  1.745273
C  -1.938087  4.229647  1.201866
C  -2.873971  5.328019  2.001867
C  -3.915269  5.946275  0.853937
C  -5.185374  4.908093  0.663662
C  -6.640237  5.682749  0.772620
C  -7.615461  4.809313  1.764437
C  -8.927974  4.158899  0.971050
C  -10.158801  4.171230  2.097657
C  -11.359269  3.133420  1.613363
C  -10.945278  1.576518  1.942581
C  -12.193514  0.504666  1.842743
C  -13.339038  1.009725  2.937476
C  -13.718929  -0.161143  4.053389
C  -14.171243  0.662472  5.435798
Br  -15.344675  -1.246348  3.534976
C  -12.593088  0.618593  0.222680
O  -12.415770  -0.671930  -0.522592
P  -12.784715  -1.796021  0.801828
O  -11.577335  -2.892536  0.191511
C  -11.577447  -4.181877  0.899571
C  -12.970607  -5.041002  0.779742
O  -11.737784  -0.922121  1.936984
H  3.475079  -5.805083  1.230319
H  2.534619  -5.189349  -0.370397
H  3.480623  -3.916529  0.658149
H  0.823771  -5.738390  1.537709
H  1.633424  -4.438633  2.696904
H  0.973304  -3.097661  -0.087908
H  -0.613746  -3.940089  0.686032
H  0.142788  -2.603016  3.075770
H  -0.657344  -1.676181  1.600337
H  1.727664  -0.968940  0.731551
H  2.647525  -2.012195  2.034071
H  1.567977  -0.446253  4.052425
H  2.608010  0.527595  2.815062
H  0.087468  0.999215  1.498143
H  -0.623099  0.584195  3.249052
H  1.479175  2.356080  4.144335
H  1.682321  2.737805  2.307215
H  -0.287045  4.260150  4.126980
H  -1.410142  2.945417  3.362978
H  0.021842  5.408505  1.873639
H  0.272243  3.710696  0.948763
H  -2.347809  3.141954  1.400006
H  -1.938936  4.405433  0.042648
H  -2.255870  6.263506  2.403818
H  -3.440652  4.791288  2.886268
H  -3.381003  6.050578  -0.190082
H  -4.223561  7.022956  1.208702
H  -5.072148  4.096670  1.515402
H  -5.176641  4.337032  -0.359658
H  -7.101756  5.858087  -0.310836
H  -6.503205  6.748806  1.266453
H  -7.072300  3.972085  2.377959
H  -8.061790  5.565647  2.562109
H  -9.250644  4.858930  0.079490
H  -8.707136  3.062626  0.561949
H  -10.587002  5.279825  2.149111
H  -9.682584  3.880584  3.129678
H  -12.342029  3.502145  2.133526
H  -11.503945  3.345633  0.448718
H  -10.141465  1.259370  1.134824
H  -10.394998  1.480313  2.993182
H  -12.926626  1.924970  3.583332
H  -14.311007  1.442416  2.396523
H  -12.791284  -0.810745  4.350607
H  -14.998064  1.432757  5.064385
H  -13.302203  1.304472  5.884909
H  -14.656148  -0.079866  6.233735
H  -13.645966  1.138166  0.171508
H  -11.914552  1.333666  -0.447206
H  -13.672088  -2.497804  -0.127868
H  -13.153200  -2.533471  1.990346
H  -13.941968  -0.926102  0.962248
H  -10.735882  -4.845928  0.376053
H  -11.202042  -4.010404  1.999664
H  -12.753706  -6.105744  1.271542
H  -13.388949  -5.145917  -0.309984
H  -13.803333  -4.554352  1.482544
C  -2.210635  4.347404  -3.205258
C  -2.446339  4.649100  -4.546313
C  -1.397752  4.605726  -5.466559
C  -0.106040  4.271237  -5.042215
C  0.134285  3.993619  -3.697112
C  -0.922857  4.020421  -2.778177
C  1.501863  3.688157  -3.229674
O  1.713213  3.440689  -2.048863
C  2.611584  3.693877  -4.203618
C  3.921743  3.462972  -3.764287
C  4.975408  3.453417  -4.680810
C  4.723468  3.664446  -6.036121
C  3.420041  3.900276  -6.475788
C  2.363408  3.924646  -5.555860
C  0.993422  4.210402  -6.025791
O  0.771782  4.400571  -7.216129
H  -3.029571  4.372212  -2.489680
H  -3.447603  4.916331  -4.876828
H  -1.590233  4.837388  -6.512829
H  -0.745345  3.791483  -1.728836
H  4.126603  3.294173  -2.708282
H  5.992632  3.279120  -4.336792
H  5.543077  3.649871  -6.751275
H  3.231649  4.069063  -7.534751
C  11.114543  -3.072394  -5.187451
C  11.128176  -3.810523  -4.004240
C  10.052271  -3.730192  -3.118666
C  8.963937  -2.899333  -3.411367
C  8.961565  -2.142639  -4.582494
C  10.034278  -2.238134  -5.478527
C  7.841894  -1.225362  -4.877477
O  7.837360  -0.562968  -5.907738
C  6.732881  -1.111474  -3.909387
C  5.693486  -0.202993  -4.148477
C  4.633994  -0.098554  -3.244659
C  4.604570  -0.905330  -2.107504
C  5.641469  -1.807202  -1.863967
C  6.712644  -1.903186  -2.762134
C  7.822239  -2.834365  -2.477426
O  7.799452  -3.540455  -1.475872
H  11.948812  -3.141991  -5.882055
H  11.975952  -4.451012  -3.771363
H  10.067454  -4.313308  -2.199349
H  10.033088  -1.660732  -6.401373
H  5.707245  0.428307  -5.035537
H  3.830599  0.611255  -3.429591
H  3.775759  -0.829358  -1.406991
H  5.614136  -2.430305  -0.971566
C  10.089365  -4.730033  2.973258
C  9.853661  -4.428337  1.632202
C  10.902248  -4.471711  0.711956
C  12.193960  -4.806200  1.136301
C  12.434285  -5.083818  2.481404
C  11.377143  -5.057016  3.400339
C  13.801863  -5.389280  2.948841
O  14.013213  -5.636748  4.129653
C  14.911584  -5.383560  1.974898
C  16.221743  -5.614465  2.414229
C  17.275408  -5.624020  1.497705
C  17.023468  -5.412990  0.142394
C  15.720041  -5.177161  -0.297272
C  14.663408  -5.152790  0.622656
C  13.293422  -4.867035  0.152724
O  13.071782  -4.676866  -1.037614
H  9.270429  -4.705225  3.688836
H  8.852397  -4.161106  1.301688
H  10.709767  -4.240049  -0.334314
H  11.554655  -5.285954  4.449679
H  16.426603  -5.783264  3.470233
H  18.292632  -5.798317  1.841723
H  17.843077  -5.427566  -0.572759
H  15.531649  -5.008374  -1.356235

Cartesian forces (eV/Å) of the 2 atoms listed first:
-1.4 -0.2 -0.3
0.0 0.2 -0.7

Summary:
- charge = -1
- energy above the lowest of the compared OMol25 structures with the same formula, charge and spin (kJ/mol) = 1321.61
- electronic energy (eV) = -170615.183
- HOMO level (Eh) = -0.152
- frontier orbital gap (eV) = 3.7